Arrangement w

27
Properties=species:S:1:pos:R:3:lowdin_charge:R:1 method="wB97M-V/def2-TZVPD" smiles=CCOC(CNC)OCC homo_lumo_gap_ha=0.360
C -1.086 2.029 -2.375 -0.073
C -0.808 0.618 -1.947 -0.275
O -0.440 0.684 -0.591 -0.100
C -0.467 -0.574 0.078 -0.327
C -0.236 -0.303 1.563 -0.167
N -1.499 0.158 2.167 -0.121
C -1.387 0.676 3.524 -0.137
O 0.532 -1.483 -0.471 -0.104
C 1.892 -1.093 -0.416 -0.295
C 2.617 -1.928 -1.451 -0.078
H -0.279 2.659 -2.047 0.074
H -1.201 2.172 -3.435 0.071
H -2.024 2.343 -1.913 0.080
H -0.002 0.204 -2.555 0.119
H -1.719 0.037 -2.095 0.125
H -1.447 -1.057 -0.019 0.159
H 0.560 0.464 1.691 0.126
H 0.138 -1.199 2.090 0.135
H -1.967 0.872 1.598 0.109
H -2.264 1.223 3.832 0.075
H -1.234 -0.110 4.201 0.054
H -0.528 1.352 3.632 0.076
H 2.303 -1.287 0.595 0.120
H 2.097 -0.041 -0.607 0.118
H 2.315 -1.676 -2.458 0.066
H 2.428 -3.006 -1.285 0.084
H 3.706 -1.734 -1.304 0.087

***

Arrangement x

27
Properties=species:S:1:pos:R:3:lowdin_charge:R:1 method="wB97M-V/def2-TZVPD" homo_lumo_gap_ha=0.339
C 1.278 -0.281 0.154 -0.515
C 1.264 -0.629 1.643 -0.020
C 2.617 0.402 -0.164 -0.028
C 0.118 0.696 -0.259 -0.610
N 0.211 1.126 -1.674 0.088
O 1.131 -1.466 -0.664 -0.032
O -0.090 1.655 0.563 -0.113
H 1.910 -2.020 -0.540 0.097
H 0.703 0.446 -2.245 0.072
H 0.710 2.007 -1.697 0.085
H 0.421 -1.255 1.912 0.057
H 2.681 1.355 0.362 0.096
H 2.177 -1.169 1.905 0.084
H 1.215 0.288 2.228 0.092
H 3.445 -0.230 0.168 0.083
H 2.734 0.581 -1.231 0.075
C -1.392 -0.318 -0.401 -0.238
C -2.423 1.038 -0.480 -0.013
C -1.823 -1.164 0.780 -0.078
H -2.426 -0.112 -1.065 0.140
H -1.125 -0.883 -1.297 0.133
H -2.860 -1.501 0.705 0.082
H -1.724 1.619 0.210 0.097
H -2.440 1.570 -1.427 0.098
H -3.404 0.883 -0.032 0.098
H -1.721 -0.591 1.704 0.093
H -1.190 -2.047 0.840 0.077

***

Short version: arrangement w, arrangement x, most stable first.

***

Arrangement w

9
Properties=species:S:1:pos:R:3:lowdin_charge:R:1 method="wB97M-V/def2-TZVPD" total_charge=-2 smiles="O=[P@@]([O-])(O)[SiH2][O-]" homo_lumo_gap_ha=0.260
O 0.877 1.982 -0.314 -0.513
P -0.148 0.951 -0.006 0.391
O -1.784 1.741 0.698 -0.788
O -0.741 0.436 -1.574 -0.403
Si 0.714 -1.052 0.712 0.103
O 1.113 -1.308 2.187 -0.607
H -1.692 0.272 -1.268 0.019
H -0.091 -2.053 0.089 -0.126
H 1.753 -0.970 -0.524 -0.076

***

Arrangement x

9
Properties=species:S:1:pos:R:3:lowdin_charge:R:1 method="wB97M-V/def2-TZVPD" total_charge=-2 homo_lumo_gap_ha=0.256
O 1.538 -1.548 -0.398 -0.516
O 1.173 -0.612 1.929 -0.478
O 2.139 1.856 -0.591 -0.660
O -2.006 1.130 -0.115 -0.566
Si -1.405 -0.251 -0.053 0.092
P 0.830 -0.520 0.501 0.460
H 1.221 2.209 -0.918 -0.127
H -1.259 -0.957 -1.226 -0.128
H -2.230 -1.307 0.871 -0.076

***

Short version: arrangement w, arrangement x, most stable first.

***

Arrangement w

11
Properties=species:S:1:pos:R:3:lowdin_charge:R:1 method="wB97M-V/def2-TZVPD" homo_lumo_gap_ha=0.316
C -0.417 -0.422 0.812 -0.701
C -0.341 0.837 -1.208 -1.198
P -0.732 -0.960 -0.867 0.434
P -0.912 1.395 0.496 0.545
S -2.804 -0.935 -0.778 0.106
S -2.984 1.024 0.059 0.070
S 1.443 0.943 -1.282 0.591
H -0.949 -1.005 1.698 0.093
H 0.688 -0.411 0.991 0.017
H -0.857 1.506 -2.233 0.146
H 1.381 2.314 -1.405 -0.105

***

Arrangement x

11
Properties=species:S:1:pos:R:3:lowdin_charge:R:1 method="wB97M-V/def2-TZVPD" smiles="S=PCP(=S)=CS" homo_lumo_gap_ha="0.212 / 0.212"
S -4.213 -0.083 0.823 0.106
P -3.287 1.076 -0.435 0.393
C -1.478 0.691 -0.322 -0.737
P -0.782 -0.994 0.141 0.328
S -1.895 -2.570 0.383 0.094
C 0.811 -1.201 0.935 -0.841
S 2.197 -0.197 0.992 0.696
H -0.911 1.408 0.280 0.020
H -1.091 0.794 -1.418 0.056
H 0.968 -2.358 1.105 0.047
H 1.448 0.792 0.508 -0.160

***

Short version: arrangement w, arrangement x, most stable first.

***

Arrangement w

9
Properties=species:S:1:pos:R:3:lowdin_charge:R:1 method="wB97M-V/def2-TZVPD" homo_lumo_gap_ha=0.323
C 0.302 0.573 -0.714 -1.345
C -0.556 -0.635 -0.735 -1.063
O -0.206 -1.750 -0.819 -0.003
F 0.164 -0.996 2.144 -0.167
I 0.036 1.988 0.855 0.790
I 2.335 0.177 -1.119 0.826
I -2.661 -0.136 -0.721 0.790
H -0.144 1.208 -1.625 0.050
H 0.731 -0.429 2.734 0.123

***

Arrangement x

9
Properties=species:S:1:pos:R:3:lowdin_charge:R:1 method="wB97M-V/def2-TZVPD" homo_lumo_gap_ha=0.324
C 0.816 -0.324 0.127 -1.182
C -0.461 -0.032 -0.467 -1.078
O -1.521 0.105 0.881 -0.207
F -0.543 1.190 -1.042 -0.087
I 2.363 -1.127 -1.128 0.768
I 1.489 1.477 1.200 0.814
I -1.437 -1.456 -1.694 0.937
H 0.764 -0.903 1.039 0.001
H -1.470 1.069 1.083 0.034

***

Short version: arrangement w, arrangement x, most stable first.